# 1
Density functional theory data (ωB97M-V with the def2-TZVPD basis set) for C29H45IrN4O5S2 as an isolated structure.

Atoms and positions in Å:
Ir1 0.3823 -0.3915 -0.4382
N1 0.0414 1.5144 0.8139
C1 -0.5829 2.5863 0.0293
C2 -1.0398 2.1236 -1.3719
O1 -1.7679 2.8509 -2.0053
O2 -0.5579 1.0021 -1.7876
H1 -0.5479 1.2088 1.5815
H2 0.9418 1.7904 1.1885
H3 0.1305 3.3983 -0.1212
H4 -1.4482 3.0048 0.5440
C3 3.4778 -0.3515 2.8016
S1 2.0937 -1.4268 2.3866
C4 2.8889 -3.0118 2.6470
O3 1.9917 -1.3384 0.8730
H5 4.1333 -0.3228 1.9344
H6 3.9959 -0.7349 3.6762
H7 3.0936 0.6425 3.0107
H8 3.1534 -3.1127 3.6957
H9 3.7679 -3.0664 2.0086
H10 2.1671 -3.7771 2.3700
C5 -1.2632 -5.6162 -0.7603
N2 -0.7128 -4.7038 0.2297
N3 -0.8146 -3.3427 -0.0373
C6 -0.9979 -2.6563 1.1358
O4 -1.0286 -1.3908 1.1610
C7 -1.0619 -3.6299 2.1732
C8 -0.9179 -4.8567 1.5817
C9 -0.9667 -6.2099 2.1984
C10 -0.4426 -2.7526 -1.2660
C11 -1.4738 -2.0156 -2.0413
C12 -1.2554 -1.6879 -3.3647
C13 -0.1387 -2.1706 -4.0550
C14 0.7203 -3.0667 -3.3820
C15 0.5812 -3.3712 -2.0492
H11 -0.7758 -5.4569 -1.7204
H12 -2.3425 -5.4703 -0.8667
H13 -1.0661 -6.6327 -0.4326
H14 -1.1975 -3.4262 3.2184
H15 -0.9356 -6.1205 3.2808
H16 -0.1238 -6.8195 1.8731
H17 -1.8856 -6.7343 1.9316
H18 -2.4042 -1.3145 -0.3931
H19 -1.9430 -0.9960 -3.8323
H20 0.0322 -1.9069 -5.0846
H21 1.5320 -3.5249 -3.9320
H22 1.2605 -4.0584 -1.5629
C16 3.9226 3.2147 -3.0720
C17 3.2694 2.0928 -3.8695
C18 2.0637 1.4607 -3.1844
S2 2.4302 0.3696 -1.7949
O5 3.2890 1.0827 -0.8127
C19 3.4322 -0.9030 -2.6561
C20 4.8643 -0.9569 -2.1459
C21 4.9870 -1.6890 -0.8184
H23 4.7371 3.6549 -3.6442
H24 4.3159 2.8537 -2.1247
H25 3.2024 4.0040 -2.8591
H26 4.0130 1.3366 -4.1317
H27 2.9035 2.4921 -4.8192
H28 1.4679 0.8358 -3.8524
H29 1.3947 2.2172 -2.7797
H30 3.3917 -0.6701 -3.7175
H31 2.9075 -1.8444 -2.4924
H32 5.2575 0.0566 -2.0527
H33 5.4641 -1.4641 -2.9060
H34 4.3527 -1.2187 -0.0688
H35 6.0168 -1.6775 -0.4654
H36 4.6756 -2.7302 -0.9215
C22 -3.9150 0.4967 -0.1153
C23 -4.5507 -0.2914 -1.2230
C24 -5.8131 0.0183 -1.6843
C25 -6.3824 -0.7033 -2.7259
C26 -5.6983 -1.7682 -3.2891
C27 -4.4255 -2.1242 -2.8685
C28 -3.8043 -3.3714 -3.4300
C29 -3.8389 -1.3430 -1.8488
N4 -2.5769 -1.5910 -1.3568
H37 -4.5889 1.2784 0.2238
H38 -2.9910 0.9707 -0.4587
H39 -3.6748 -0.1306 0.7474
H40 -6.3543 0.8381 -1.2343
H41 -7.3689 -0.4486 -3.0823
H42 -6.1725 -2.3604 -4.0600
H43 -4.5943 -4.0408 -3.7646
H44 -3.2002 -3.8932 -2.6885
H45 -3.1557 -3.1645 -4.2811

## Properties
Expectation value of S² ... 8.7824
HOMO energy (alpha / beta) ... -7.298 / -10.569 eV
Strongest force on any atom ... 0.010 Eh/bohr
Charge ... +1
Energy relative to the best compared isomer or geometry (same formula, charge and spin) ... 1.225 eV
LUMO level (alpha / beta) ... -1.889 / -5.200 eV
Multiplicity ... 6

***

# 2
Density functional theory data (ωB97M-V with the def2-TZVPD basis set) for C29H46BrN3P2PdS as an isolated structure at a distorted geometry.

Atoms and positions in Å:
N1 -5.5449 -1.8277 4.3340
C1 -4.9681 -0.7959 4.9438
C2 -4.7087 0.4251 4.3158
C3 -5.1078 0.6257 2.9773
C4 -5.7339 -0.4835 2.3500
C5 -5.9276 -1.6614 3.0662
C6 -4.8181 1.8199 2.2463
Pd1 0.1616 0.7011 -1.3917
P1 3.9432 0.3848 -2.0979
C7 -5.0258 1.8955 0.8843
C8 -3.9287 2.2214 0.0112
C9 -3.9344 1.8173 -1.3610
C10 -2.7223 1.4728 -1.9802
C11 -1.5782 1.6677 -1.1932
C12 -1.5457 2.5120 -0.0849
C13 -2.7495 2.8116 0.5483
Br1 1.7668 1.3170 -3.3365
H1 -4.3249 2.6338 2.7700
H2 -6.0295 1.7110 0.4525
H3 -4.2057 1.2197 4.8603
H4 -6.0633 -0.4298 1.3227
H5 -4.7015 -0.9423 5.9789
H6 -6.4055 -2.5385 2.6074
H7 -4.8952 1.6802 -1.8606
H8 -2.8206 3.3681 1.4980
H9 -2.6341 0.9761 -2.9442
H10 -0.5814 2.9681 0.1946
P2 -0.4397 -1.4769 -1.1323
C14 4.4052 2.0174 -1.3286
C15 5.5872 2.7617 -1.9515
H11 4.5910 1.7910 -0.2551
H12 3.5096 2.6567 -1.3783
H13 5.8981 3.5011 -1.2012
H14 6.4509 2.1059 -2.1603
H15 5.3361 3.3659 -2.8405
C16 4.6796 -0.1075 -3.6941
C17 5.4588 0.9248 -4.5182
H16 3.7995 -0.4270 -4.2665
H17 5.2573 -1.0188 -3.4480
H18 5.1841 0.7849 -5.5680
H19 5.2135 1.9703 -4.2595
H20 6.5420 0.7050 -4.4423
C18 4.6469 -0.8416 -0.8970
C19 6.1626 -0.6708 -0.9907
H21 4.3345 -1.8302 -1.2702
H22 4.2451 -0.7315 0.1265
H23 6.6779 -1.5079 -0.5193
H24 6.4727 -0.6592 -2.0472
H25 6.4672 0.2759 -0.5138
C20 0.5331 -2.5319 -0.0017
C21 1.8617 -3.0663 -0.5583
H26 -0.1228 -3.3641 0.3195
H27 0.7727 -1.9403 0.9018
H28 2.0992 -4.0182 -0.0643
H29 1.8423 -3.2543 -1.6353
H30 2.6837 -2.3775 -0.3346
C22 -0.4986 -2.2937 -2.7597
C23 -1.3929 -1.6436 -3.8333
H31 -0.8006 -3.3384 -2.5522
H32 0.5370 -2.3538 -3.1380
H33 -1.5978 -2.4059 -4.6027
H34 -2.3548 -1.3086 -3.4219
H35 -0.8851 -0.7944 -4.3183
C24 -2.1357 -1.3160 -0.4758
C25 -2.3810 -1.7076 0.9816
H36 -2.8400 -1.7816 -1.1825
H37 -2.3892 -0.2423 -0.5028
H38 -3.4393 -1.9504 1.1530
H39 -1.7956 -2.5636 1.3241
H40 -2.1479 -0.8494 1.6238
C26 0.4880 -1.2955 3.6110
N2 0.0788 0.0743 3.3632
C27 -0.9718 0.6609 4.0552
C28 -1.0927 1.9268 3.5957
N3 -0.0963 2.1105 2.6444
C29 0.5408 0.9290 2.3786
S1 1.4819 0.7190 0.9543
H41 -0.2652 -1.9904 3.1985
H42 1.4619 -1.4406 3.1446
H43 0.5310 -1.4566 4.6980
H44 -1.5083 0.1258 4.8290
H45 -1.8630 2.6340 3.8193
H46 0.2702 2.9657 2.2311

## Properties
Expectation value of S² ... 2.0422
HOMO energy (alpha / beta) ... -11.766 / -11.579 eV
Strongest force on any atom ... 0.044 Eh/bohr
Charge ... +2
Energy relative to the best compared isomer or geometry (same formula, charge and spin) ... 5.479 eV
LUMO level (alpha / beta) ... -8.669 / -8.598 eV
Multiplicity ... 3

***

# 3
Density functional theory data (ωB97M-V with the def2-TZVPD basis set) for C29H46InP2Se as an isolated structure at a distorted geometry.

Atoms and positions in Å:
In1 -0.8756 1.0716 -0.4552
C1 -0.4890 -2.6891 1.7050
C2 0.8087 -3.1776 1.4009
C3 1.0418 -1.3955 2.8299
C4 -0.3444 -1.5915 2.5974
C5 1.7556 -2.3714 2.0856
C6 -1.7634 -3.2770 1.2424
H1 -1.7308 -3.5217 0.1701
H2 -2.5975 -2.5864 1.4133
H3 -1.9921 -4.2122 1.7805
C7 -1.4393 -0.8057 3.2014
H4 -2.3869 -1.3548 3.1472
H5 -1.5691 0.1634 2.6930
H6 -1.2293 -0.5947 4.2596
C8 1.6259 -0.3738 3.7180
H7 1.1225 -0.3652 4.6965
H8 1.5192 0.6352 3.2844
H9 2.6930 -0.5644 3.8829
C9 3.2199 -2.5659 2.1022
H10 3.5324 -3.2186 2.9332
H11 3.7395 -1.6075 2.2260
H12 3.5682 -3.0313 1.1724
C10 1.1181 -4.3699 0.5851
H13 1.1567 -5.2815 1.2034
H14 2.0940 -4.2690 0.0938
H15 0.3564 -4.5315 -0.1878
C11 -1.8305 1.1744 -2.3400
C12 -1.9572 -0.0802 -3.1546
C13 -0.7145 -0.9676 -3.2442
C14 0.1143 -1.2376 -1.9686
C15 0.6876 -0.0430 -1.2009
C16 1.3665 1.1063 -1.9675
C17 0.5404 2.3538 -2.5180
C18 -0.8330 2.0980 -3.1561
H16 -0.0383 -0.5366 -4.0046
H17 0.9330 -1.9396 -2.2193
H18 -1.0048 -1.9537 -3.6536
H19 -0.6500 1.6893 -4.1605
H20 -2.7993 1.6815 -2.1855
H21 -2.1090 0.2805 -4.2076
H22 -1.3325 3.0662 -3.3166
H23 0.4354 3.1102 -1.7168
H24 1.8014 0.6546 -2.8842
H25 1.1910 2.8432 -3.2668
H26 -0.5196 -1.8068 -1.2623
H27 1.3244 -0.4176 -0.3890
P1 -3.6504 -1.2354 -3.9169
C19 -5.0138 -0.3121 -3.1136
C20 -3.5310 -2.5506 -2.6419
P2 4.3092 1.0039 -1.0974
C21 2.5829 1.7452 -1.1794
C22 4.0840 -0.5894 -1.9819
C23 5.1343 1.9465 -2.4539
H28 -4.7000 0.1224 -2.1547
H29 -5.8502 -1.0136 -2.9625
H30 -5.3479 0.4871 -3.7846
H31 -2.9699 -3.3991 -3.0538
H32 -4.5481 -2.8849 -2.4002
H33 -3.0297 -2.1935 -1.7320
H34 4.8642 1.5543 -3.4433
H35 6.2215 1.8636 -2.3141
H36 4.8568 3.0047 -2.3710
H37 2.7694 2.7746 -1.5345
H38 2.3289 1.8270 -0.1082
H39 5.0037 -1.1726 -1.8417
H40 3.9332 -0.4155 -3.0531
H41 3.2514 -1.1611 -1.5569
Se1 0.2287 2.3781 1.6668
C24 -0.8957 3.1046 2.9975
C25 -1.7281 4.2039 2.6886
C26 -2.3599 4.9147 3.7084
C27 -2.2213 4.5121 5.0447
C28 -1.4430 3.3893 5.3565
C29 -0.7985 2.6745 4.3428
H42 -1.8254 4.5010 1.6460
H43 -2.9615 5.7905 3.4632
H44 -2.7194 5.0672 5.8409
H45 -1.3304 3.0678 6.3929
H46 -0.1837 1.8056 4.5827

## Properties
HOMO energy (alpha / beta) ... -10.047 / -10.052 eV
Strongest force on any atom ... 0.077 Eh/bohr
Charge ... +1
Energy relative to the best compared isomer or geometry (same formula, charge and spin) ... 2.684 eV
LUMO level (alpha / beta) ... -5.796 / -5.842 eV

***

# 4
Density functional theory data (ωB97M-V with the def2-TZVPD basis set) for C29H46P2PrSe as an isolated structure at a distorted geometry.

Atoms and positions in Å:
Pr1 1.4192 -0.4304 0.5155
C1 -0.6501 -0.9626 2.5477
C2 -0.4549 -2.2365 1.9382
C3 1.5272 -1.6345 2.9639
C4 0.5767 -0.5822 3.1679
C5 0.8867 -2.6559 2.1957
C6 -1.9507 -0.2696 2.7471
H1 -1.8646 0.8121 2.5823
H2 -2.3212 -0.4015 3.7792
H3 -2.7401 -0.6364 2.0799
C7 0.8084 0.6977 3.8828
H4 -0.1161 1.0828 4.3407
H5 1.1782 1.4891 3.2083
H6 1.5655 0.5811 4.6686
C8 2.9369 -1.6490 3.4374
H7 3.0184 -1.2110 4.4444
H8 3.6142 -1.0709 2.7802
H9 3.3359 -2.6728 3.4653
C9 1.4576 -4.0011 1.9311
H10 1.9927 -4.3604 2.8214
H11 2.1809 -4.0198 1.1067
H12 0.6673 -4.7228 1.6985
C10 -1.4943 -3.0840 1.3030
H13 -1.6683 -4.0076 1.8812
H14 -1.2062 -3.3881 0.2853
H15 -2.4554 -2.5615 1.2278
C11 -4.9803 0.9838 -1.5946
C12 -5.1567 1.0386 -2.9102
C13 -4.1488 0.9968 -4.0439
C14 -2.7236 1.5792 -3.8072
C15 -1.7578 0.4280 -3.4247
C16 -2.5410 -0.4267 -2.5385
C17 -2.6654 -0.0776 -1.1249
C18 -3.6815 1.0875 -0.8288
H16 -4.6366 1.4889 -4.8958
H17 -2.7607 2.3640 -3.0492
H18 -4.0136 -0.0456 -4.3527
H19 -3.1846 2.0651 -0.9914
H20 -5.8474 0.9353 -0.9138
H21 -6.1973 1.1201 -3.2763
H22 -3.9152 1.0189 0.2494
H23 -2.9532 -0.9304 -0.4970
H24 -3.1386 -1.2546 -2.9042
H25 -1.6970 0.2864 -0.7410
H26 -2.3889 2.0809 -4.7348
H27 -1.4989 -0.1002 -4.3620
P1 0.0211 0.9908 -2.7308
C19 -0.1217 2.6347 -2.0074
C20 0.7348 1.3892 -4.3875
P2 0.5013 -1.6823 -1.4992
C21 1.3356 -0.0493 -2.0737
C22 -0.1175 -2.3917 -3.0519
C23 2.0328 -2.6576 -1.2011
H28 0.3669 2.7099 -1.0257
H29 -1.1679 2.9534 -1.9182
H30 0.3814 3.3194 -2.7076
H31 1.2858 2.3375 -4.2999
H32 -0.0477 1.5101 -5.1483
H33 1.4375 0.6102 -4.7148
H34 2.4678 -2.7873 -2.1979
H35 1.7621 -3.6430 -0.8105
H36 2.8126 -2.1964 -0.5542
H37 1.9699 0.6167 -1.3997
H38 2.0299 -0.3801 -2.8509
H39 0.0096 -3.4798 -2.9477
H40 0.4924 -2.0437 -3.9023
H41 -1.1808 -2.1807 -3.2660
Se1 4.0778 0.7036 0.6289
C24 3.7977 1.8779 2.1302
C25 4.3867 1.5712 3.3795
C26 4.0644 2.3306 4.5116
C27 3.2270 3.4413 4.3911
C28 2.7320 3.8203 3.1396
C29 3.0260 3.0544 2.0016
H42 5.0720 0.7289 3.4471
H43 4.4879 2.0486 5.4773
H44 2.9789 4.0348 5.2773
H45 2.1233 4.7170 3.0339
H46 2.6638 3.3484 1.0184

## Properties
Expectation value of S² ... 2.0098
HOMO energy (alpha / beta) ... -8.061 / -8.116 eV
Strongest force on any atom ... 0.115 Eh/bohr
Charge ... +1
Energy relative to the best compared isomer or geometry (same formula, charge and spin) ... 0.000 eV
LUMO level (alpha / beta) ... -3.661 / -3.513 eV
Multiplicity ... 3

***

Q: The highest charge belongs to which entry?
A: C29H46BrN3P2PdS

***

Q: Among the records above, which one has the lowest strongest force on any atom?
A: C29H45IrN4O5S2

***

Q: The highest strongest force on any atom belongs to which entry?
A: C29H46P2PrSe